Run a
Formula: C8H14
Source: the Open Molecules 2025 dataset
Level of theory: ωB97M-V/def2-TZVPD

Output
HOMO: -8.656 eV
SMILES: C/C=C/C(C)=C(C)C
lowest unoccupied orbital energy: 1.078 eV
gap between HOMO and LUMO: 9.7 eV

Atoms and positions in Å:
C: 1.023 -0.060 -0.636
C: 1.893 0.210 0.374
C: -0.328 -0.602 -0.393
C: -1.295 0.161 0.121
C: 3.314 0.608 0.172
C: -0.460 -2.125 -0.420
C: -2.750 -0.199 0.535
C: -1.073 1.671 0.050
H: 1.123 0.253 -1.689
H: 1.674 0.020 1.324
H: 3.829 -0.237 0.572
H: 3.639 1.493 0.895
H: 3.620 0.891 -0.803
H: -1.515 -2.364 -0.291
H: 0.034 -2.569 0.472
H: -0.065 -2.519 -1.373
H: -3.390 0.659 0.497
H: -2.768 -0.658 1.541
H: -3.254 -0.804 -0.186
H: -0.279 1.935 -0.558
H: -0.976 2.101 1.002
H: -1.962 2.177 -0.262



Run b
Formula: C8H14
Source: the Open Molecules 2025 dataset
Level of theory: ωB97M-V/def2-TZVPD

Output
HOMO: -8.866 eV
SMILES: C/C=C/C.C=CC=C
lowest unoccupied orbital energy: 0.974 eV
gap between HOMO and LUMO: 9.8 eV

Atoms and positions in Å:
C: 0.738 3.576 0.173
C: 0.743 2.320 0.978
C: 0.012 1.235 0.745
C: 0.097 -0.007 1.595
H: 0.033 3.628 -0.653
H: 0.551 4.406 0.873
H: 1.744 3.834 -0.176
H: 1.452 2.377 1.803
H: -0.764 1.212 -0.007
H: 0.566 0.168 2.562
H: -0.941 -0.313 1.760
H: 0.625 -0.791 1.068
C: -1.899 -0.900 -1.358
C: -0.628 -1.234 -1.141
C: -0.176 -2.599 -0.872
C: 1.029 -2.885 -0.373
H: -2.703 -1.627 -1.442
H: -2.260 0.118 -1.460
H: 0.119 -0.496 -1.428
H: -0.844 -3.422 -1.105
H: 1.247 -3.873 0.013
H: 1.789 -2.119 -0.266



Most stable: run a. Least stable: run b.



Run a
Formula: C3H10NO4
Source: the Open Molecules 2025 dataset
Level of theory: ωB97M-V/def2-TZVPD

Output
HOMO: -4.344 eV
lowest unoccupied orbital energy: 3.731 eV
gap between HOMO and LUMO: 8.1 eV
total charge: -1

Atoms and positions in Å:
C: -0.945 1.815 -0.378
N: -0.070 0.681 -0.401
C: 0.069 -0.084 -1.611
C: 0.905 -1.418 -1.306
O: 0.461 -2.437 -1.853
O: 1.858 -1.196 -0.517
H: -1.236 2.096 0.643
H: -1.887 1.555 -0.868
H: -0.505 2.749 -0.737
H: 0.828 0.781 0.020
H: 0.360 0.478 -2.518
H: -0.926 -0.451 -1.927
H: 1.713 -1.080 1.679
H: 1.037 -2.242 1.258
O: 1.227 -1.790 2.105
H: -0.541 -0.441 2.293
H: -1.477 0.519 1.697
O: -0.871 0.464 2.420



Run b
Formula: C3H10NO4
Source: the Open Molecules 2025 dataset
Level of theory: ωB97M-V/def2-TZVPD

Output
HOMO: -4.399 eV
lowest unoccupied orbital energy: 3.883 eV
gap between HOMO and LUMO: 8.3 eV
total charge: -1

Atoms and positions in Å:
O: -0.803 -2.538 -0.435
C: -0.724 -1.613 0.352
N: -1.131 -0.329 0.100
C: -0.981 0.176 -1.326
O: 0.110 0.947 -1.478
C: -0.271 -1.856 1.787
H: -0.591 0.331 0.655
H: -1.915 0.735 -1.515
H: -0.999 -0.735 -1.931
H: -1.041 -2.404 2.310
H: 0.631 -2.465 1.799
H: -0.080 -0.916 2.292
H: 0.591 2.957 0.751
H: -0.056 2.068 -0.396
O: -0.260 2.685 0.400
H: 1.736 0.975 -0.920
H: 3.065 0.935 -1.666
O: 2.720 1.045 -0.777



Most stable: run b. Least stable: run a.



Run a
Formula: C5H11N3O
Source: the Open Molecules 2025 dataset
Level of theory: ωB97M-V/def2-TZVPD

Output
HOMO: -9.691 eV
SMILES: C[C@@]1(C#N)NC[C@H]1N.O
lowest unoccupied orbital energy: 0.612 eV
gap between HOMO and LUMO: 10.3 eV

Atoms and positions in Å:
C: -2.131 0.171 1.963
C: -2.064 0.209 0.440
N: -2.214 -1.151 -0.154
C: -3.603 -0.840 -0.582
C: -3.399 0.657 -0.260
N: -4.340 1.408 0.515
C: -0.858 0.932 -0.008
N: -0.030 1.642 -0.415
H: -3.019 -0.395 2.271
H: -1.245 -0.330 2.373
H: -2.202 1.185 2.374
H: -1.597 -1.309 -0.945
H: -3.833 -1.094 -1.624
H: -4.337 -1.326 0.078
H: -3.169 1.217 -1.173
H: -5.021 1.877 -0.071
H: -4.844 0.834 1.184
O: 2.276 -0.186 -0.565
H: 1.517 -0.671 -0.960
H: 2.072 0.788 -0.642



Run b
Formula: C5H11N3O
Source: the Open Molecules 2025 dataset
Level of theory: ωB97M-V/def2-TZVPD

Output
HOMO: -7.918 eV
SMILES: C=C(C)/N=C\N.NC=O
lowest unoccupied orbital energy: 0.853 eV
gap between HOMO and LUMO: 8.8 eV

Atoms and positions in Å:
C: -0.136 0.898 -1.278
C: -0.276 -1.486 0.416
C: -2.328 -0.364 1.323
C: 2.110 0.257 0.108
C: -1.147 -0.423 0.394
N: 0.010 0.042 -2.325
N: 2.018 1.331 0.915
N: -0.881 0.755 -0.229
O: 2.707 0.216 -0.943
H: 0.249 1.895 -1.470
H: -0.256 -0.918 -2.170
H: 0.840 0.149 -2.888
H: 2.363 2.221 0.585
H: 1.443 1.310 1.739
H: 1.411 -0.694 0.521
H: -0.475 -2.298 1.103
H: -2.142 -0.931 2.237
H: -2.551 0.666 1.584
H: -3.214 -0.783 0.832
H: 0.257 -1.841 -0.453



Run c
Formula: C5H11N3O
Source: the Open Molecules 2025 dataset
Level of theory: ωB97M-V/def2-TZVPD

Output
HOMO: -7.490 eV
lowest unoccupied orbital energy: 0.815 eV
gap between HOMO and LUMO: 8.3 eV

Atoms and positions in Å:
C: -0.162 -1.601 -1.844
C: 0.246 0.901 -1.592
C: -0.255 -0.550 0.395
C: 0.760 0.348 1.544
C: -0.086 -0.403 -0.945
N: -1.437 0.458 2.282
N: 1.827 1.024 1.070
O: -0.851 -1.663 0.893
N: -0.489 0.856 1.287
H: -1.176 -1.408 1.779
H: -1.097 0.785 3.179
H: -2.316 0.902 2.051
H: 2.753 0.648 1.179
H: 1.797 1.724 0.335
H: -0.085 -2.547 -1.315
H: -1.108 -1.611 -2.390
H: -0.304 1.013 -2.528
H: 1.323 0.961 -1.807
H: 0.034 1.770 -0.973
H: 0.627 -1.606 -2.600



Run d
Formula: C5H11N3O
Source: the Open Molecules 2025 dataset
Level of theory: ωB97M-V/def2-TZVPD

Output
HOMO: -8.344 eV
lowest unoccupied orbital energy: 0.440 eV
gap between HOMO and LUMO: 8.8 eV

Atoms and positions in Å:
C: -0.288 -0.439 -0.960
C: 1.121 -0.369 -0.214
C: 2.140 -1.128 -0.865
C: 1.278 0.522 0.921
C: -2.113 -0.710 0.671
H: -2.872 1.335 -1.489
H: -1.674 2.163 -0.054
H: -0.485 -1.665 -1.116
H: -0.148 0.241 -1.811
H: 1.965 -1.809 -1.589
H: 3.053 -1.055 -0.301
H: 2.176 0.344 1.510
H: 0.532 0.151 1.672
H: 1.533 2.312 1.310
H: -3.042 -0.439 1.048
H: 0.037 -1.287 0.681
N: -1.835 1.420 -0.750
N: -1.440 0.112 -0.351
N: -1.151 -1.535 1.214
O: 1.211 1.834 0.475



Most stable: run a. Least stable: run d.



Run a
Formula: C5H11N3O
Source: the Open Molecules 2025 dataset
Level of theory: ωB97M-V/def2-TZVPD

Output
HOMO: -8.099 eV
SMILES: C=NN(C)C.C=NC=O
lowest unoccupied orbital energy: 0.253 eV
gap between HOMO and LUMO: 8.4 eV

Atoms and positions in Å:
C: -1.961 -0.968 -0.106
C: -1.299 0.724 1.452
N: -0.822 -0.215 0.432
C: 0.685 1.197 -1.513
O: 0.114 0.945 -2.562
H: 0.336 1.993 -0.834
H: -2.721 -0.283 -0.494
H: -1.671 -1.571 -0.971
H: -0.485 1.372 1.788
H: -2.413 -1.605 0.662
H: -1.706 0.197 2.323
H: -2.062 1.389 1.035
C: 2.781 1.134 -0.533
C: 0.745 -1.952 0.225
N: 1.814 0.493 -1.079
N: 0.354 -0.861 0.819
H: 3.731 0.603 -0.373
H: 1.405 -2.635 0.774
H: 0.520 -2.136 -0.837
H: 2.653 2.177 -0.207



Run b
Formula: C5H11N3O
Source: the Open Molecules 2025 dataset
Level of theory: ωB97M-V/def2-TZVPD

Output
HOMO: -8.097 eV
SMILES: C/C=C\N(N)/C=N\OC
lowest unoccupied orbital energy: 0.922 eV
gap between HOMO and LUMO: 9.0 eV

Atoms and positions in Å:
C: 1.004 0.383 3.344
C: 0.227 0.402 0.070
C: 0.113 -0.666 -1.988
C: -0.893 0.005 -2.435
C: -1.844 0.918 -1.700
H: 0.226 0.876 3.912
H: 1.621 -0.358 3.812
H: 1.708 1.148 2.862
H: 0.065 1.272 -0.528
H: 0.384 -2.395 0.356
H: 1.870 -1.536 0.368
H: 0.605 -1.400 -2.595
H: -1.067 -0.159 -3.559
H: -1.505 1.970 -1.914
H: -1.883 0.903 -0.621
H: -2.927 0.815 -2.063
N: 0.164 0.709 1.282
N: 0.537 -0.676 -0.639
N: 1.101 -1.885 -0.176
O: 0.495 -0.325 2.214



Most stable: run a. Least stable: run b.



Run a
Formula: C5H11N3O
Source: the Open Molecules 2025 dataset
Level of theory: ωB97M-V/def2-TZVPD

Output
HOMO: -8.013 eV
SMILES: CN1CCC(N(C)O)=N1
lowest unoccupied orbital energy: 0.917 eV
gap between HOMO and LUMO: 8.9 eV

Atoms and positions in Å:
C: 2.641 -1.016 0.410
C: 1.514 1.188 0.306
C: 0.270 1.500 -0.439
C: -0.324 0.143 -0.392
C: -2.548 0.583 0.590
H: 2.152 -1.326 1.483
H: 3.649 -0.577 0.605
H: 2.739 -1.923 -0.387
H: 2.382 1.917 -0.028
H: 1.250 1.332 1.416
H: 0.486 1.550 -1.650
H: -0.203 2.420 0.078
H: -3.601 0.466 0.080
H: -2.673 0.134 1.658
H: -2.361 1.743 0.916
H: -1.217 -2.004 -0.181
N: 1.748 -0.114 -0.285
N: 0.588 -0.768 -0.238
N: -1.719 -0.099 -0.387
O: -2.030 -1.408 -0.058



Run b
Formula: C5H11N3O
Source: the Open Molecules 2025 dataset
Level of theory: ωB97M-V/def2-TZVPD

Output
HOMO: -8.121 eV
SMILES: NC/C=N\N1CC(O)C1
lowest unoccupied orbital energy: 0.613 eV
gap between HOMO and LUMO: 8.7 eV

Atoms and positions in Å:
C: 2.288 -0.533 0.439
C: 2.014 1.021 0.100
C: -1.425 1.067 -0.442
C: -2.183 -0.014 0.357
C: -0.699 -0.361 1.171
H: 1.087 -1.659 -0.793
H: 2.573 -1.025 -1.442
H: 1.694 -0.986 1.224
H: 3.362 -0.575 0.448
H: 3.019 1.703 -0.458
H: -1.886 1.202 -1.489
H: -1.393 2.003 -0.065
H: -3.017 0.311 1.190
H: -3.242 -0.870 -1.317
H: -0.427 -1.385 1.129
H: -0.478 0.046 2.130
N: 2.090 -1.390 -0.627
N: 0.797 1.324 -0.300
N: -0.203 0.455 0.009
O: -2.507 -1.072 -0.485



Run c
Formula: C5H11N3O
Source: the Open Molecules 2025 dataset
Level of theory: ωB97M-V/def2-TZVPD

Output
HOMO: -8.395 eV
SMILES: [H]/N=C(\C)C=O.C#N.CN
lowest unoccupied orbital energy: -0.871 eV
gap between HOMO and LUMO: 7.5 eV

Atoms and positions in Å:
C: -2.878 0.378 -0.511
N: -2.113 -0.854 -0.390
C: -1.105 -1.125 1.686
N: -1.461 -2.018 2.313
H: -2.688 -1.661 -0.624
H: -2.237 1.211 -0.225
H: -3.731 0.339 0.168
H: -3.246 0.560 -1.529
C: 3.159 0.730 0.311
C: 1.725 0.529 -0.078
N: 0.710 1.018 0.511
C: 1.483 -0.424 -1.194
O: 0.452 -0.522 -1.816
H: -1.307 -0.821 -1.028
H: 0.923 1.668 1.267
H: -0.601 -0.235 1.316
H: 2.348 -1.079 -1.419
H: 3.795 0.796 -0.569
H: 3.491 -0.125 0.904
H: 3.281 1.635 0.907



Most stable: run c. Least stable: run b.



Run a
Formula: C3H4LiMgO3
Source: the Open Molecules 2025 dataset
Level of theory: ωB97M-V/def2-TZVPD

Output
2S+1: 2
HOMO (spin up / spin down): -4.730 / -5.256 eV
lowest unoccupied orbital energy (spin up / spin down): -1.504 / -1.248 eV
gap between HOMO and LUMO (spin up / spin down): 3.2 / 4.0 eV

Atoms and positions in Å:
H: 0.276 1.145 2.023
C: 0.415 0.608 1.065
C: -0.622 1.121 0.091
O: -0.431 0.973 -1.314
C: 0.353 0.055 -2.013
O: -0.537 -1.188 -1.924
Mg: -1.189 -1.124 -0.023
O: 0.230 -0.785 1.283
H: 1.453 0.793 0.719
H: -0.952 2.149 0.279
H: -0.138 -1.863 -2.475
Li: 1.142 -1.884 2.289



Run b
Formula: C3H4LiMgO3
Source: the Open Molecules 2025 dataset
Level of theory: ωB97M-V/def2-TZVPD

Output
2S+1: 2
HOMO (spin up / spin down): -5.074 / -5.072 eV
lowest unoccupied orbital energy (spin up / spin down): -0.460 / -0.461 eV
gap between HOMO and LUMO (spin up / spin down): 4.6 / 4.6 eV

Atoms and positions in Å:
H: 1.385 -0.418 1.973
C: 0.789 -0.484 1.042
C: 0.680 -1.930 0.696
O: 0.430 -2.170 -0.624
Li: 1.132 -0.539 -1.629
O: 1.332 0.261 -0.001
H: -0.227 -0.117 1.311
H: 0.361 -2.705 1.397
Mg: 2.113 2.085 0.092
C: -0.135 -3.401 -1.062
O: -0.183 -3.313 -2.358
H: -0.501 -4.141 -2.742



Most stable: run b. Least stable: run a.